[1]
95
Properties=species:S:1:pos:R:3:forces:R:3:lowdin_charge:R:1 method="wB97M-V/def2-TZVPD" smiles=CP(C)[PH3]CCCCl.c1ccccc1.c1ccccc1.c1ccccc1.c1ccccc1.c1ccccc1.c1ccccc1 fmax_ev_per_a=1.2 orbital_gap_ev=8.030 e_tot_ev=-74441.5694 spin_multiplicity=1
C 0.501 2.473 2.722 -0.3 -0.2 -0.4 -0.370
P 0.185 0.686 3.024 -0.1 -0.1 1.2 0.640
C -1.635 0.510 2.720 0.8 0.0 -0.6 -0.363
P 1.084 -0.386 1.234 0.0 0.0 -0.5 0.614
C 1.761 -1.231 -0.351 -0.6 0.5 -0.2 -0.405
C 1.742 -0.256 -1.535 -0.2 -0.3 0.4 -0.339
C 0.329 0.248 -1.872 0.3 -0.1 0.0 -0.572
Cl 0.177 2.025 -1.719 -0.1 0.1 -0.1 0.571
H 1.570 2.666 2.697 0.2 0.0 0.0 0.016
H 0.074 3.053 3.534 0.0 0.1 0.2 0.022
H 0.066 2.825 1.786 0.0 0.0 -0.1 0.023
H -1.869 -0.544 2.828 -0.2 -0.1 0.2 0.007
H -2.204 1.109 3.418 -0.1 0.0 0.1 0.026
H -1.861 0.791 1.691 -0.3 0.2 -0.1 0.021
H -0.180 -1.061 1.065 0.1 0.0 0.1 -0.020
H 2.020 -1.033 2.072 0.0 0.0 0.0 -0.025
H 1.446 0.897 0.694 0.2 0.0 0.0 -0.032
H 2.764 -1.618 -0.190 0.2 -0.1 0.1 0.065
H 1.086 -2.054 -0.587 0.1 -0.3 0.1 0.064
H 2.387 0.579 -1.280 0.1 0.2 -0.2 0.071
H 2.124 -0.747 -2.425 0.3 0.1 -0.1 0.101
H 0.077 -0.031 -2.888 -0.1 0.2 -0.2 0.066
H -0.439 -0.165 -1.232 -0.1 -0.1 0.2 0.047
C -3.004 2.609 -7.344 0.0 0.0 0.0 -0.100
C -1.738 2.058 -7.482 0.0 0.0 0.0 -0.100
C -0.895 1.969 -6.383 0.0 0.0 0.0 -0.092
C -1.317 2.433 -5.144 0.0 0.0 0.0 -0.101
C -2.582 2.989 -5.008 0.0 0.0 0.0 -0.092
C -3.426 3.076 -6.106 0.0 0.0 0.0 -0.096
H -3.662 2.675 -8.201 0.0 0.0 0.0 0.098
H -1.407 1.699 -8.449 0.0 0.0 0.0 0.090
H 0.093 1.539 -6.492 0.0 0.0 0.0 0.100
H -0.664 2.363 -4.284 0.0 0.0 0.0 0.043
H -2.910 3.354 -4.043 0.0 0.0 0.0 0.101
H -4.412 3.508 -5.999 0.0 0.0 0.0 0.100
C 5.180 4.309 0.821 0.0 0.0 0.0 -0.099
C 5.181 5.665 0.525 0.0 0.0 0.0 -0.098
C 4.152 6.213 -0.228 0.0 0.0 0.0 -0.097
C 3.122 5.404 -0.688 0.0 0.0 0.0 -0.091
C 3.123 4.047 -0.397 0.0 0.0 0.0 -0.101
C 4.151 3.500 0.358 0.0 0.0 0.0 -0.102
H 5.980 3.883 1.413 0.0 0.0 0.0 0.099
H 5.985 6.296 0.882 0.0 0.0 0.0 0.099
H 4.153 7.270 -0.457 0.0 0.0 0.0 0.100
H 2.318 5.831 -1.273 0.0 0.0 0.0 0.101
H 2.321 3.414 -0.755 0.0 0.0 0.0 0.038
H 4.151 2.442 0.588 0.0 0.0 0.0 0.092
C 1.831 -4.464 6.153 0.0 0.0 0.0 -0.093
C 1.955 -5.337 5.080 0.0 0.0 0.0 -0.102
C 1.440 -4.989 3.840 0.1 0.0 -0.1 -0.110
C 0.805 -3.766 3.671 0.0 0.0 0.0 -0.119
C 0.677 -2.894 4.744 0.0 0.0 0.0 -0.104
C 1.190 -3.244 5.986 0.0 0.0 0.0 -0.088
H 2.235 -4.735 7.120 0.0 0.0 0.0 0.101
H 2.449 -6.291 5.212 0.0 0.0 0.0 0.101
H 1.529 -5.671 3.005 0.0 0.0 0.0 0.104
H 0.401 -3.496 2.703 0.0 0.0 0.0 0.091
H 0.178 -1.944 4.611 0.0 0.1 0.0 0.062
H 1.091 -2.565 6.822 0.0 0.0 0.0 0.102
C -1.905 -7.293 4.907 0.0 0.0 0.0 -0.089
C -1.847 -5.919 4.719 -0.1 0.0 0.1 -0.087
C -2.932 -5.249 4.172 0.0 0.0 0.0 -0.090
C -4.074 -5.952 3.811 0.0 0.0 0.0 -0.099
C -4.129 -7.326 3.994 0.0 0.0 0.0 -0.102
C -3.045 -7.997 4.543 0.0 0.0 0.0 -0.099
H -1.060 -7.815 5.338 0.0 0.0 0.0 0.100
H -0.960 -5.371 5.000 0.0 0.0 0.0 0.075
H -2.887 -4.177 4.027 0.0 0.0 0.0 0.098
H -4.921 -5.428 3.386 0.0 0.0 0.0 0.098
H -5.017 -7.875 3.710 0.0 0.0 0.0 0.098
H -3.088 -9.069 4.688 0.0 0.0 0.0 0.099
C 1.948 3.457 6.143 0.0 0.0 0.0 -0.099
C 2.109 4.417 7.132 0.0 0.0 0.0 -0.098
C 1.504 4.248 8.369 0.0 0.0 0.0 -0.101
C 0.735 3.120 8.616 0.0 0.0 0.0 -0.100
C 0.570 2.162 7.625 0.0 0.0 0.0 -0.095
C 1.176 2.328 6.387 0.0 0.0 0.0 -0.104
H 2.424 3.588 5.179 0.0 0.0 0.0 0.094
H 2.708 5.298 6.938 0.0 0.0 0.0 0.099
H 1.631 4.997 9.141 0.0 0.0 0.0 0.098
H 0.264 2.987 9.582 0.0 0.0 0.0 0.099
H -0.034 1.284 7.816 0.0 0.0 0.0 0.099
H 1.044 1.579 5.614 0.0 0.0 0.0 0.042
C -3.435 -0.570 -12.852 0.0 0.0 0.0 -0.098
C -2.169 -1.122 -12.991 0.0 0.0 0.0 -0.098
C -1.327 -1.212 -11.892 0.0 0.0 0.0 -0.097
C -1.749 -0.746 -10.654 0.0 0.0 0.0 -0.100
C -3.012 -0.188 -10.517 0.0 0.0 0.0 -0.100
C -3.856 -0.101 -11.616 0.0 0.0 0.0 -0.095
H -4.094 -0.504 -13.708 0.0 0.0 0.0 0.100
H -1.840 -1.484 -13.956 0.0 0.0 0.0 0.100
H -0.341 -1.645 -12.000 0.0 0.0 0.0 0.100
H -1.093 -0.819 -9.796 0.0 0.0 0.0 0.098
H -3.339 0.178 -9.552 0.0 0.0 0.0 0.090
H -4.842 0.333 -11.508 0.0 0.0 0.0 0.100

=====

[2]
111
Properties=species:S:1:pos:R:3:forces:R:3:mulliken_spin:R:1 method="wB97M-V/def2-TZVPD" charge=+3 fmax_ev_per_a=4.9 s2=1.7938 orbital_gap_ev="2.476 / 2.956" e_tot_ev=-92981.4549 spin_multiplicity=2
Tl 3.438 -2.397 0.426 -0.5 0.8 0.3 -0.005
C -1.325 -0.128 -1.036 2.7 1.9 1.0 0.000
F -1.854 -0.803 -0.026 -0.6 0.3 -0.6 0.002
F -1.153 -0.922 -2.094 -0.5 0.4 0.3 -0.003
F -2.051 0.988 -1.374 0.0 -1.6 0.3 0.000
S 0.433 0.555 -0.401 2.2 -1.2 -1.0 -0.009
O 1.232 -0.662 -0.075 -2.0 0.9 -0.2 0.038
O 1.050 1.242 -1.559 -1.5 -0.6 1.2 0.001
O 0.154 1.372 0.775 -0.7 0.0 -0.7 0.002
N 0.844 -3.380 1.926 -1.4 0.0 0.4 0.001
C 0.814 -4.605 2.499 0.1 0.3 0.3 0.000
C -0.265 -5.139 3.217 -0.1 0.4 -1.0 0.001
C -1.440 -4.377 3.266 0.9 -1.0 0.6 -0.001
C -1.447 -3.125 2.728 0.4 -0.2 -0.9 0.003
C -0.297 -2.677 2.043 -0.7 0.2 0.6 -0.002
H 1.753 -5.123 2.370 0.0 -0.5 0.2 0.000
H -0.246 -6.152 3.590 0.2 0.0 0.1 0.000
H -2.342 -4.736 3.739 0.1 -0.3 0.1 0.000
H -2.426 -2.670 2.774 0.4 1.0 -0.3 0.000
H -0.375 -1.694 1.603 0.6 0.0 -0.2 -0.003
N 2.990 -0.644 3.019 0.3 1.1 3.2 -0.001
C 1.773 -0.079 3.341 1.4 -1.5 -1.8 0.005
C 1.255 0.059 4.604 0.5 1.2 0.4 -0.001
C 2.072 -0.240 5.682 0.0 0.1 0.2 -0.002
C 3.362 -0.657 5.439 -0.1 0.1 0.4 0.003
C 3.808 -0.795 4.145 -1.5 -1.1 -2.0 0.002
H 1.217 0.179 2.452 -0.4 0.0 0.0 0.004
H 0.355 0.638 4.744 -0.4 -0.5 0.0 0.000
H 1.757 -0.096 6.705 -0.2 -0.1 0.0 0.000
H 3.993 -0.905 6.280 0.3 0.1 -0.1 0.000
H 4.788 -1.229 4.011 0.2 0.2 -0.4 0.000
N -4.416 -2.596 0.284 0.3 -1.9 -1.4 0.000
C -4.488 -3.974 0.382 -1.0 0.6 -0.4 0.000
C -4.745 -4.859 -0.677 0.1 1.9 -1.3 0.001
C -4.899 -4.263 -1.958 0.4 0.5 0.5 -0.001
C -4.709 -2.884 -2.129 0.4 -1.3 1.5 0.000
C -4.459 -2.113 -0.973 -0.3 -0.7 -0.8 0.001
H -4.523 -4.393 1.377 0.4 0.2 0.3 0.000
H -4.834 -5.932 -0.591 0.0 0.1 0.4 0.000
H -5.135 -4.795 -2.867 0.0 -0.6 0.2 0.000
H -4.670 -2.527 -3.148 -0.3 0.6 0.2 0.000
H -4.338 -1.059 -1.173 0.1 0.4 0.7 0.000
N 0.409 -3.327 -4.098 -0.6 0.4 -1.0 0.159
C -0.563 -2.533 -4.651 1.5 -0.6 1.5 -0.004
C -0.487 -2.036 -5.935 0.8 0.0 0.5 0.016
C 0.662 -2.356 -6.687 -1.4 -1.1 0.1 -0.008
C 1.540 -3.307 -6.177 0.3 0.7 -0.6 0.015
C 1.393 -3.765 -4.888 -0.3 0.4 0.9 -0.005
H -1.312 -2.238 -3.931 -0.3 0.0 -0.3 0.004
H -1.266 -1.332 -6.188 0.1 -0.1 -0.6 0.002
H 0.727 -2.082 -7.729 0.2 0.4 0.1 0.001
H 2.400 -3.607 -6.757 0.0 -0.2 -0.1 0.001
H 2.090 -4.446 -4.423 0.2 -0.1 -0.2 0.004
N 4.398 2.357 -2.138 0.5 0.2 -0.6 0.000
C 3.374 3.124 -2.528 -0.2 0.0 -0.4 0.001
C 3.097 3.474 -3.852 -0.2 0.0 1.5 0.000
C 3.991 3.082 -4.796 0.6 0.6 -1.1 0.000
C 5.182 2.495 -4.413 0.0 -0.8 0.6 0.001
C 5.329 2.077 -3.083 -0.6 1.0 -0.6 0.001
H 2.722 3.548 -1.779 -0.1 -0.4 0.4 0.000
H 2.247 4.106 -4.061 -0.1 -0.1 -0.1 0.000
H 3.828 3.386 -5.820 0.1 -0.1 -0.2 0.000
H 5.967 2.343 -5.139 0.1 -0.2 0.1 0.000
H 6.262 1.617 -2.794 -0.1 -0.3 0.3 0.000
N -5.473 5.212 1.492 1.2 -1.2 -1.5 0.020
C -5.310 5.044 0.123 -1.0 0.8 2.4 -0.283
C -4.239 4.343 -0.422 2.3 -0.6 0.5 -0.200
C -3.332 3.718 0.439 -0.5 -0.5 -0.7 0.034
C -3.530 3.742 1.822 -0.2 -0.1 -1.3 -0.233
C -4.622 4.543 2.273 -2.2 1.3 -0.1 -0.213
H -6.070 5.436 -0.537 -0.3 0.1 0.2 -0.008
H -4.059 4.293 -1.486 -0.3 -0.1 -0.1 -0.002
H -2.578 3.083 -0.001 0.3 0.1 0.1 -0.011
H -2.888 3.208 2.507 0.0 0.0 0.1 -0.046
H -4.860 4.684 3.317 0.4 -0.1 0.3 -0.007
C -4.943 0.369 1.878 0.7 -0.8 0.9 -0.005
O -4.076 -0.692 2.288 -0.4 1.3 0.6 -0.029
H -5.151 0.947 2.778 -0.1 0.1 0.0 0.005
H -4.427 1.007 1.160 0.0 0.3 -0.4 -0.014
H -5.902 0.047 1.473 0.0 -0.2 -0.1 -0.004
H -4.108 -1.415 1.658 -0.3 -0.5 -0.8 0.000
C 3.571 1.909 0.900 0.7 -0.3 0.1 0.007
O 3.782 0.699 0.209 0.1 -0.6 0.5 0.008
H 2.761 2.411 0.370 -0.1 0.6 0.5 -0.002
H 3.397 1.721 1.960 -0.4 -0.3 -0.2 -0.002
H 4.503 2.474 0.892 -0.1 0.5 -0.2 0.003
H 4.010 1.033 -0.661 0.3 -0.1 -0.9 0.000
C 3.189 -0.865 -3.626 0.1 0.1 -1.4 -0.002
O 2.655 -1.158 -2.366 0.5 -0.9 0.0 0.095
H 2.462 -0.999 -4.427 -0.6 0.1 0.0 0.013
H 3.554 0.156 -3.738 0.0 0.1 0.4 0.011
H 3.984 -1.535 -3.953 0.2 -0.2 0.8 0.000
H 2.064 -0.447 -2.109 -0.3 0.5 0.3 0.001
C -0.493 -3.994 -1.092 0.6 -1.1 1.1 0.011
O 0.840 -3.490 -1.297 -1.6 -1.3 1.4 0.570
H -0.538 -4.550 -0.155 0.3 0.8 0.4 0.009
H -1.294 -3.257 -1.141 0.2 0.5 -0.2 0.043
H -0.751 -4.813 -1.763 0.3 0.3 -1.0 0.039
H 0.922 -3.302 -2.234 -0.1 1.0 -2.2 -0.003
F 3.272 3.171 4.131 -2.1 1.9 -0.3 0.080
C 2.242 4.012 3.837 2.2 -2.3 -0.1 0.325
C 2.082 5.219 4.458 -0.5 2.4 0.6 0.020
C 1.015 6.054 4.075 3.7 -1.0 3.1 0.165
C 0.143 5.629 3.131 -2.5 -0.7 -1.4 0.246
C 0.266 4.397 2.486 1.6 -1.0 0.3 -0.072
C 1.359 3.566 2.821 -2.3 0.7 -1.1 0.029
H 2.760 5.570 5.221 0.1 -0.2 0.1 0.002
H 0.868 6.926 4.695 -0.1 0.3 -0.4 -0.001
H -0.734 6.254 3.053 -0.2 -0.1 -0.7 0.014
H -0.443 4.042 1.753 0.1 0.1 -0.1 0.006
H 1.475 2.609 2.333 0.1 -0.2 0.0 0.161